No. 1
51
Properties=species:S:1:pos:R:3:nbo_charge:R:1 method="wB97M-V/def2-TZVPD" total_energy_ha=-6436.10803 multiplicity=1 total_charge=-2 molar_mass_g_mol=521.0 homo_lumo_gap_ev=3.57
B 3.531 -1.307 -4.398 1.347
F 4.691 -0.849 -3.728 -0.585
F 2.400 -0.957 -3.620 -0.578
F 3.443 -0.726 -5.669 -0.579
F 3.588 -2.724 -4.520 -0.597
C 0.410 0.007 -0.464 -0.645
C -0.140 1.228 -1.224 -0.001
O 0.762 2.174 -1.476 -0.937
H 1.260 -0.461 -0.973 0.204
H -0.292 -0.822 -0.275 0.157
H 0.801 0.321 0.516 0.152
H -1.025 1.607 -0.631 0.036
H -0.588 0.803 -2.171 0.062
Br -0.333 -6.563 2.210 -0.049
C -0.509 -4.613 2.225 -0.427
C -1.837 -4.256 1.613 -0.469
Br -2.015 -2.332 1.550 0.033
H 0.311 -4.283 1.596 0.243
H -0.435 -4.174 3.215 0.221
H -2.678 -4.663 2.176 0.209
H -1.977 -4.680 0.620 0.237
N -2.403 5.870 0.010 -0.516
C -2.374 4.541 -0.327 -0.049
C -2.445 3.808 0.823 -0.301
C -2.456 4.732 1.906 -0.288
C -2.465 5.997 1.380 -0.111
H -2.495 6.625 -0.643 0.397
H -2.289 4.182 -1.338 0.232
H -2.407 2.739 0.933 0.235
H -2.637 4.523 2.948 0.200
H -2.588 6.972 1.821 0.188
N 1.876 2.306 2.623 -0.487
C 0.567 1.937 2.863 -0.062
C -0.034 2.991 3.484 -0.297
C 0.932 4.026 3.676 -0.328
C 2.112 3.526 3.181 -0.072
H 2.578 1.613 2.437 0.411
H 0.186 0.970 2.590 0.223
H -1.069 3.070 3.771 0.202
H 0.703 5.011 4.046 0.206
H 3.079 4.002 3.159 0.196
N 1.519 -3.868 -2.737 -0.492
C 1.131 -5.172 -2.549 -0.104
C -0.240 -5.208 -2.543 -0.340
C -0.704 -3.862 -2.708 -0.346
C 0.417 -3.074 -2.744 -0.028
H 2.443 -3.464 -2.691 0.449
H 1.852 -5.910 -2.238 0.192
H -0.897 -6.048 -2.376 0.195
H -1.737 -3.564 -2.625 0.204
H 0.478 -1.999 -2.704 0.260

***

No. 2
60
Properties=species:S:1:pos:R:3:nbo_charge:R:1 method="wB97M-V/def2-TZVPD" total_energy_ha=-2629.70303 s2=0.75 multiplicity=2 total_charge=+1 molar_mass_g_mol=576.3 homo_lumo_gap_ev="11.10 / 2.60"
Na 1.000 -0.051 0.062 0.946
P 4.187 -0.106 0.418 2.565
F 5.253 0.879 -0.238 -0.351
F 3.282 -0.065 -0.928 -0.577
F 5.167 -1.201 -0.319 -0.278
F 3.273 -1.296 1.030 -0.552
F 5.074 -0.255 1.713 -0.556
F 3.329 1.099 1.021 -0.537
C 1.551 -5.735 -1.593 -0.626
C 0.609 -4.876 -2.445 0.053
C -0.660 -4.647 -1.723 -0.099
O -0.812 -3.245 -1.603 -0.439
C 0.293 -2.700 -2.117 0.983
O 0.564 -1.472 -2.144 -0.489
O 1.121 -3.615 -2.588 -0.436
H 1.091 -6.622 -1.157 0.229
H 1.816 -5.121 -0.732 0.217
H 2.419 -6.032 -2.182 0.239
H 0.378 -5.375 -3.385 0.202
H -0.509 -5.117 -0.751 0.193
H -1.540 -5.054 -2.222 0.212
C 0.255 3.411 5.811 -0.638
C -0.096 3.643 4.326 0.049
C 0.657 4.669 3.503 -0.075
O 0.910 3.806 2.377 -0.477
C 0.448 2.581 2.464 1.002
O 0.679 1.669 1.699 -0.651
O -0.211 2.411 3.649 -0.468
H -0.466 3.084 6.560 0.240
H 0.836 4.245 6.205 0.220
H 1.029 2.646 5.752 0.223
H -1.122 4.011 4.339 0.178
H 1.596 4.952 3.978 0.201
H 0.039 5.547 3.319 0.211
C 1.425 5.483 -3.618 -0.637
C 0.184 4.806 -2.947 0.058
C -0.543 3.911 -3.906 -0.106
O -0.305 2.601 -3.522 -0.454
C 0.250 2.638 -2.321 0.990
O 0.333 1.706 -1.577 -0.602
O 0.671 3.876 -2.008 -0.467
H 1.926 6.253 -3.031 0.230
H 1.126 6.064 -4.490 0.220
H 2.181 4.786 -3.979 0.222
H -0.339 5.639 -2.478 0.206
H -0.032 3.990 -4.866 0.203
H -1.614 4.098 -3.975 0.204
C -4.036 -4.581 -0.014 -0.637
C -4.026 -3.136 0.517 0.067
C -3.735 -2.996 2.097 -0.076
O -2.802 -2.025 2.080 -0.482
C -2.330 -1.750 0.778 0.996
O -1.500 -0.919 0.379 -0.631
O -2.947 -2.475 -0.111 -0.461
H -4.188 -4.586 -1.093 0.224
H -4.972 -4.959 0.397 0.228
H -3.128 -5.173 0.104 0.214
H -5.009 -2.691 0.362 0.195
H -3.411 -3.961 2.487 0.181
H -4.621 -2.667 2.639 0.198